Record 1
DFT (ωB97M-V with the def2-TZVPD basis set) results for C7H12N2 as an isolated structure in a non-equilibrium geometry.

Its lowest unoccupied orbital energy is 0.966 eV. Its net charge is 0. The HOMO energy comes out at -8.7 eV. Its HOMO-LUMO gap is 0.3551 Eh. The value obtained for the molar mass is 124.19 g/mol.

Positions of all 21 atoms, in Å:
N1 0.916 1.526 0.128
N2 -1.003 -0.598 -2.268
C1 0.424 -0.496 1.062
C2 -0.919 0.046 -0.834
C3 -0.819 0.424 1.412
C4 -0.396 -1.794 -1.510
C5 -0.508 1.336 0.136
C6 0.212 -0.832 -0.436
C7 1.520 0.547 1.015
H1 0.643 -1.269 1.844
H2 0.383 -2.462 -1.937
H3 -0.193 -0.184 -2.786
H4 2.309 0.199 0.477
H5 -1.203 -2.286 -1.091
H6 1.165 2.497 0.484
H7 -1.866 0.059 1.469
H8 1.705 1.028 2.003
H9 -0.494 0.887 2.330
H10 1.103 -0.415 -1.001
H11 -1.821 -0.366 -0.355
H12 -1.161 2.154 -0.142

Force components x, y, z for each atom (eV/Å):
N 0.040 3.721 0.110
N 1.969 0.593 0.973
C -0.913 -1.766 1.307
C 0.406 0.657 0.521
C 1.315 0.769 -0.706
C 2.137 0.643 0.149
C -2.462 -2.021 -1.035
C 0.661 0.031 -1.505
C -2.494 1.126 1.487
H -0.303 0.350 -0.953
H -0.967 0.404 -0.438
H -0.795 -0.374 0.333
H 2.943 -1.226 -0.594
H -1.564 -1.548 0.524
H -0.617 -1.615 -0.926
H 1.047 -0.013 0.073
H 0.397 -0.778 -0.496
H -0.493 0.546 0.497
H -0.713 -0.479 0.574
H 0.062 0.356 -0.500
H 0.346 0.624 0.605

=====

Record 2
DFT (ωB97M-V with the def2-TZVPD basis set) results for a 2-piece molecular cluster, C2H4ClO4P overall in a non-equilibrium geometry.

Its lowest unoccupied orbital energy is 5.175 eV. Its net charge is -2. The HOMO energy comes out at -1.8 eV. Its HOMO-LUMO gap is 0.2572 Eh. The value obtained for the molar mass is 158.48 g/mol.

Positions of all 12 atoms, in Å:
Cl1 -10.606 3.107 0.018
P1 1.184 0.854 -0.021
O1 0.989 2.286 -0.122
O2 2.186 0.528 1.341
O3 -0.284 0.048 0.579
O4 0.756 -1.971 0.622
C1 1.763 -0.203 -1.282
C2 -0.211 -1.223 0.592
H1 2.362 -0.446 1.195
H2 1.780 -1.208 -0.991
H3 1.320 -0.005 -2.275
H4 -1.238 -1.768 0.344

Force components x, y, z for each atom (eV/Å):
Cl -0.089 0.015 0.001
P 3.200 -3.138 0.015
O -0.864 1.210 -0.044
O -1.340 -1.095 -1.797
O 0.238 1.562 0.401
O -0.368 0.696 0.977
C -0.575 2.948 -0.165
C -1.848 -3.651 -1.264
H -0.105 1.257 0.397
H 0.142 -1.117 0.087
H 0.279 0.033 0.523
H 1.329 1.280 0.869

=====

Record 3
DFT (ωB97M-V with the def2-TZVPD basis set) results for C32H44N4O2RuS4Sb as an isolated structure in a non-equilibrium geometry.

Its lowest unoccupied orbital energy (spin up / spin down) is 3.575 / 3.575 eV. Its net charge is -2. The HOMO energy (spin up / spin down) comes out at -0.7 / -0.3 eV. Its HOMO-LUMO gap (spin up / spin down) is 0.1564 / 0.1433 Eh. The value obtained for the molar mass is 867.83 g/mol. The multiplicity is 2.

Positions of all 88 atoms, in Å:
Sb1 -1.090 -1.869 1.849
Ru1 0.027 0.035 -0.048
S1 -0.907 1.732 1.634
S2 0.142 2.483 3.657
S3 1.933 0.093 1.685
S4 2.003 1.407 3.688
O1 1.348 5.586 -5.014
O2 -0.627 -1.127 -1.189
N1 -0.801 1.434 -1.447
N2 5.982 -0.353 -4.746
N3 -0.817 5.149 -5.382
N4 0.354 4.261 -3.513
C1 -4.488 5.284 -5.663
C2 5.070 -0.283 -4.041
C3 0.726 -3.868 0.370
C4 2.913 0.712 -3.432
C5 -2.165 5.215 -4.979
C6 -3.134 5.229 -5.984
C7 -3.100 0.412 2.341
C8 -1.291 -1.735 4.915
C9 -0.784 -3.577 0.387
C10 -4.272 -1.786 2.144
C11 1.813 0.796 -2.581
C12 -2.573 5.309 -3.652
C13 -1.169 -3.175 -1.027
C14 0.323 5.013 -4.645
C15 -0.319 3.062 -3.196
C16 -3.129 -0.926 1.595
C17 -1.101 -2.843 3.873
C18 3.855 -1.015 -2.042
C19 -6.361 5.371 -3.988
C20 -3.403 -0.616 0.126
C21 1.723 -0.019 -1.457
C22 -2.174 -3.919 4.108
C23 -4.898 5.351 -4.332
C24 -3.929 5.362 -3.330
C25 -1.549 -4.848 0.762
C26 -1.673 1.144 -3.681
C27 -1.051 2.313 -4.102
C28 0.277 -3.479 4.086
C29 3.938 -0.195 -3.165
C30 -1.531 0.749 -2.361
C31 -0.210 2.564 -1.898
C32 2.755 -0.927 -1.195
H1 -6.898 6.070 -4.635
H2 -3.576 -1.533 -0.449
H3 -1.154 -5.269 1.699
H4 -1.140 2.603 -5.142
H5 -2.083 -4.326 5.134
H6 -2.270 1.074 1.930
H7 -0.871 -3.958 -1.756
H8 2.690 -1.566 -0.321
H9 -5.224 5.269 -6.461
H10 1.037 1.485 -2.791
H11 -5.249 -1.304 1.943
H12 -4.268 -2.788 1.678
H13 4.646 -1.727 -1.820
H14 -1.405 -5.629 -0.009
H15 -2.914 0.274 3.416
H16 -6.788 4.372 -4.111
H17 -2.257 0.549 -4.372
H18 0.361 3.094 -1.141
H19 -6.523 5.690 -2.956
H20 -2.256 -3.079 -1.128
H21 -2.847 5.171 -7.030
H22 -0.641 -2.169 -1.316
H23 -4.219 5.418 -2.286
H24 1.077 -2.734 3.932
H25 1.156 4.480 -2.938
H26 0.965 -4.676 -0.347
H27 -2.293 -1.290 4.827
H28 -2.080 -4.769 3.426
H29 -1.200 -2.142 5.941
H30 0.367 -3.886 5.111
H31 2.964 1.358 -4.306
H32 0.427 -4.317 3.388
H33 -2.574 -0.046 -0.312
H34 1.092 -4.181 1.359
H35 -0.533 -0.943 4.785
H36 -4.191 -1.869 3.236
H37 -2.004 -0.150 -1.998
H38 -4.065 0.948 2.231
H39 -4.332 -0.021 0.022
H40 -3.192 -3.531 4.013
H41 -0.625 5.495 -6.311
H42 1.288 -2.965 0.076
H43 -1.856 5.362 -2.842
H44 -2.628 -4.636 0.855

Force components x, y, z for each atom (eV/Å):
Sb 0.031 0.195 -0.816
Ru 3.502 4.256 3.376
S 5.360 2.989 -0.030
S 0.160 -1.278 -1.907
S 0.568 0.777 1.249
S -1.192 -0.657 -1.934
O -0.349 0.005 -0.053
O 0.018 4.800 -1.288
N -0.007 0.114 -1.810
N -0.226 0.009 0.165
N -0.837 -0.191 -0.315
N -0.240 -0.114 0.517
C 0.507 0.097 0.224
C 0.243 -0.009 -0.189
C 0.173 0.303 0.415
C -0.431 0.265 0.029
C -0.049 0.011 -0.058
C -0.478 -0.153 0.074
C -1.468 -1.049 0.152
C 0.012 0.326 -0.216
C -0.302 -0.696 -0.437
C 0.028 -0.240 -0.050
C 1.403 -1.142 -0.159
C -0.172 0.047 0.310
C -1.139 -4.093 -0.088
C 1.571 0.499 -0.033
C -0.838 -0.180 0.482
C -0.929 -0.086 0.380
C -0.339 -0.408 0.397
C -0.222 -0.313 0.544
C -0.056 0.107 0.044
C -0.059 -0.172 -0.087
C -1.276 0.062 1.448
C -0.080 -0.124 -0.005
C -0.007 -0.074 0.116
C 0.252 0.026 -0.558
C 0.144 -0.147 0.377
C 0.414 0.523 0.403
C -0.195 -0.124 -0.636
C 0.212 0.085 -0.341
C 0.056 0.091 -0.123
C -0.639 0.285 -0.294
C -0.876 0.465 1.093
C 0.213 0.189 -0.557
H -0.054 -0.139 0.009
H 0.262 0.116 -0.074
H -0.291 -0.012 -0.018
H 0.066 0.132 0.072
H 0.075 0.164 -0.142
H -2.939 -1.504 1.220
H -0.004 -0.352 0.398
H 0.178 0.060 -0.083
H 0.034 0.028 0.077
H 0.235 -0.080 -0.497
H 0.247 -0.090 -0.055
H -0.150 0.207 0.282
H -0.005 0.103 -0.109
H -0.069 0.311 0.081
H 0.102 0.180 -0.161
H -0.105 0.107 0.021
H 0.037 0.009 0.087
H 0.078 0.004 -0.037
H 0.027 -0.101 -0.083
H -0.010 0.203 -0.035
H 0.115 -0.023 0.089
H -0.114 -3.591 -0.506
H 0.008 -0.006 -0.114
H -0.199 -0.316 0.023
H 0.049 -0.152 -0.202
H -0.226 0.247 0.126
H 0.291 -0.001 0.058
H 0.008 0.190 0.076
H 0.037 -0.001 -0.290
H -0.118 0.176 -0.207
H 0.112 -0.100 0.031
H 0.067 0.226 0.187
H -0.494 -0.246 0.270
H 0.028 0.057 -0.211
H -0.321 -0.155 0.098
H -0.029 -0.162 -0.243
H -0.032 0.264 -0.315
H 0.010 -0.335 -0.034
H 0.251 -0.003 0.264
H 0.162 0.006 -0.027
H 0.063 0.071 0.196
H -0.247 -0.405 0.090
H 0.072 -0.135 -0.165
H 0.335 -0.231 0.045

=====

Question: Number 2 is which compound?
Answer: C2H4ClO4P